Record 1
{
  "formula": "C5H8O",
  "method": "wB97M-V/def2-TZVPD",
  "elements": ["C", "C", "C", "C", "C", "O", "H", "H", "H", "H", "H", "H", "H", "H"],
  "positions_angstrom": [[1.76519, -0.47816, 0.24241], [0.50288, 0.31207, -0.04720], [-0.61771, -0.27114, -0.94715], [-1.69216, 0.36415, -0.03516], [-0.58725, 0.47583, 1.02446], [-0.57753, 0.50521, 2.22603], [2.27397, -0.08975, 1.13039], [1.53921, -1.53488, 0.42060], [2.45832, -0.41646, -0.60329], [0.75357, 1.32813, -0.38534], [-0.61096, 0.01689, -1.99936], [-0.63593, -1.36362, -0.87730], [-1.98874, 1.36115, -0.37913], [-2.58286, -0.20941, 0.23005]],
  "lumo_ev": 0.920,
  "smiles": "C[C@H]1CCC1=O",
  "fmax_ha_per_bohr": 0.01247,
  "e_above_lowest_kcal_mol": 18.46
}

Record 2
{
  "formula": "H3NP2",
  "method": "wB97M-V/def2-TZVPD",
  "elements": ["N", "P", "P", "H", "H", "H"],
  "positions_angstrom": [[0.91519, -0.52320, -1.69628], [1.80355, -1.29437, -2.64313], [-0.30266, 0.01712, -0.87562], [-1.66486, 1.77414, -3.04302], [-1.07275, 1.29460, -2.88813], [0.03511, -0.90306, 0.07033]],
  "lumo_ev": [-0.694, -0.711],
  "fmax_ha_per_bohr": 0.05105,
  "e_above_lowest_kcal_mol": 31.92
}

Record 3
{
  "formula": "C5H11EuFO3",
  "method": "wB97M-V/def2-TZVPD",
  "elements": ["F", "C", "H", "H", "H", "C", "O", "C", "O", "C", "C", "O", "Eu", "H", "H", "H", "H", "H", "H", "H", "H"],
  "positions_angstrom": [[-0.56217, 1.69817, -5.48821], [-0.06028, 1.01892, -2.76772], [-0.38800, 0.14432, -3.34493], [-0.77924, 1.85011, -2.77051], [0.97476, 1.30273, -2.98568], [1.57174, -0.12076, 2.83357], [2.33334, 0.41566, 1.79873], [0.42979, -0.98246, 2.29543], [-0.20327, -0.20637, 1.27116], [-1.05807, -0.88376, 0.35686], [-1.27603, 0.05566, -0.80489], [-0.00086, 0.54291, -1.25887], [1.47266, 0.93935, 0.25085], [1.13417, 0.67576, 3.46910], [2.17558, -0.76209, 3.50279], [-0.30335, -1.24467, 3.07205], [0.82240, -1.90579, 1.83765], [-2.01547, -1.13966, 0.83260], [-0.56775, -1.81146, 0.02087], [-1.90179, 0.91462, -0.51376], [-1.79817, -0.50121, -1.60709]],
  "lumo_ev": [-1.042, -1.112],
  "spin_multiplicity": 8,
  "fmax_ha_per_bohr": 0.17135
}